(i)
ORCA calculation (ωB97M-V/def2-TZVPD) on a cluster of 2 separate species, C4H15N2O in total.

spin multiplicity	1
HOMO-LUMO gap	10.65	eV
molar mass	107.177	g/mol
E_HOMO	-13.598	eV
lowest unoccupied orbital energy	-2.950	eV
charge	+1

Structure (XYZ):
```
22
C4H15N2O, DFT ωB97M-V/def2-TZVPD
H -0.056 -2.435 -1.185
H 1.052 0.255 -1.778
H 0.093 -1.963 0.906
C -0.915 -1.869 -0.840
H 0.132 2.932 -0.525
H 0.022 1.511 -1.840
C 0.582 2.306 0.278
H 0.871 -0.206 3.208
H -1.826 -2.447 -1.146
H 2.230 0.380 2.796
H 0.584 2.729 1.286
H -0.802 0.637 0.517
H -2.008 -0.071 -1.452
N -0.831 -1.655 0.604
H -1.517 -2.209 1.116
H 0.799 0.270 0.703
H -0.887 -0.913 -2.637
O 1.616 -0.340 2.611
C 0.084 0.542 -1.357
H 1.653 2.218 0.199
N 0.129 0.869 0.142
C -1.004 -0.542 -1.604
```

***

(ii)
ORCA calculation (ωB97M-V/def2-TZVPD) on a cluster of 2 separate species, C4H15N2O in total.

spin multiplicity	1
HOMO-LUMO gap	9.72	eV
molar mass	107.177	g/mol
E_HOMO	-12.885	eV
lowest unoccupied orbital energy	-3.166	eV
charge	+1

Structure (XYZ):
```
22
C4H15N2O, DFT ωB97M-V/def2-TZVPD
N -0.629 -1.029 -0.917
H 0.438 1.719 1.681
H 2.965 2.214 -0.928
H 0.506 2.870 -0.233
H 0.357 -2.247 0.456
C 0.603 -1.288 -0.033
C 0.688 -0.259 1.089
H 0.694 1.562 -1.383
H 0.299 -0.573 2.046
C 0.997 1.885 -0.360
N 2.414 1.677 -0.269
O -3.424 -1.746 -0.034
H 1.791 -0.132 1.213
H -0.839 1.259 0.580
C 0.225 1.173 0.768
H -1.472 -1.135 -0.313
H 1.477 -1.337 -0.680
H -0.608 -1.759 -1.622
H -3.621 -2.579 0.409
H -4.138 -1.668 -0.677
H -0.728 -0.082 -1.277
H 2.760 2.001 0.628
```

***

Computed relative energies in units of kcal/mol: (i) 6.2; (ii) 0.0

***

(i)
ORCA calculation (ωB97M-V/def2-TZVPD) on a cluster of 2 separate species, C4H15N2O in total.

spin multiplicity	1
HOMO-LUMO gap	9.24	eV
molar mass	107.177	g/mol
E_HOMO	-12.378	eV
lowest unoccupied orbital energy	-3.141	eV
charge	+1

Structure (XYZ):
```
22
C4H15N2O, DFT ωB97M-V/def2-TZVPD
H 0.848 0.679 -0.307
N -0.719 0.644 1.582
H -2.114 1.880 2.501
H -0.042 1.360 -3.791
O -0.044 1.308 -2.823
H 1.767 -1.452 1.521
C 0.748 -0.374 -0.072
H -0.522 -1.437 1.293
H -2.423 1.551 0.722
H 0.317 2.162 -2.548
H -0.296 0.528 2.495
H -0.024 -0.482 -2.033
H 2.652 -0.145 0.977
H -1.377 -0.535 0.008
H 1.441 -1.245 -1.904
H 2.651 -1.577 0.048
C -0.551 -0.512 0.725
C 1.980 -0.912 0.601
N 0.566 -1.069 -1.419
H -2.824 0.399 2.015
C -2.086 1.163 1.687
H 0.050 -1.935 -1.279
```

***

(ii)
ORCA calculation (ωB97M-V/def2-TZVPD) on a cluster of 2 separate species, C4H15N2O in total.

spin multiplicity	1
HOMO-LUMO gap	7.97	eV
molar mass	107.177	g/mol
E_HOMO	-11.999	eV
lowest unoccupied orbital energy	-4.028	eV
charge	+1

Structure (XYZ):
```
22
C4H15N2O, DFT ωB97M-V/def2-TZVPD
H 1.937 -0.136 2.454
H 3.594 0.419 2.183
H -1.273 -1.230 -0.037
H -2.620 0.840 -1.860
C 2.432 0.340 0.388
C -2.609 -0.001 -1.170
N 2.968 -0.961 -0.020
H 2.336 -1.721 0.202
H -0.704 0.430 -0.270
O -0.516 -0.793 -1.920
C -1.204 -0.408 -0.767
H -3.515 -0.359 0.690
H 0.429 -0.691 -1.761
H 2.991 1.105 -0.155
N -3.354 0.444 0.078
H -3.172 -0.841 -1.577
H 1.377 0.465 0.093
H 3.163 -1.004 -1.013
H -4.267 0.829 -0.166
H 2.279 1.573 2.141
H -2.830 1.145 0.606
C 2.558 0.552 1.883
```

***

Computed relative energies in units of kcal/mol: (i) 0.0; (ii) 18.3